[1]
DFT (wB97M-V/def2-TZVPD) results for a cluster of 17 separate species, C62H165N7O34 in total in a non-equilibrium geometry.

charge = 0
ΔE to the lowest compared entry with this formula, charge and spin = 88.2 kcal/mol
E_tot = -5402.0668 Ha

The geometry in XYZ format:
```
268
Properties=species:S:1:pos:R:3:lowdin_charge:R:1
O 3.512 -10.475 5.813 -0.078
O 1.245 -8.451 11.176 -0.085
O 6.618 -14.989 18.799 -0.080
O -0.309 -9.122 14.663 -0.175
O 2.292 -17.560 10.118 -0.194
O 7.935 -10.693 15.380 -0.073
O 7.733 -11.417 7.659 -0.088
O 6.483 -12.714 14.076 -0.109
O 8.849 -7.186 8.193 -0.167
O 3.342 -13.629 8.451 -0.217
O 6.717 -12.837 17.017 -0.081
O -4.758 -17.471 16.780 -0.170
O 1.985 -17.460 15.405 -0.122
O -1.075 -11.463 9.194 -0.226
O 10.345 -13.715 8.602 -0.060
O 5.402 -16.854 5.919 -0.091
O 5.449 -14.393 4.055 -0.066
O 3.958 -16.943 17.230 -0.084
O 1.151 -13.286 17.283 -0.067
O -0.068 -16.197 6.079 -0.091
O -1.209 -14.161 12.607 -0.167
O 7.503 -16.078 6.989 -0.229
O 3.875 -12.232 14.009 -0.212
O 1.890 -8.044 5.736 -0.065
O -1.438 -11.427 4.712 -0.201
O 6.001 -15.258 12.392 -0.091
O -1.246 -14.719 17.855 -0.065
O 4.811 -17.507 13.756 -0.074
O 9.740 -8.824 11.721 -0.211
O -5.300 -10.775 -0.308 -0.183
O 3.581 -9.119 10.154 -0.088
O 0.646 -16.636 2.384 -0.089
O -4.038 -9.872 17.952 -0.190
O -4.746 -15.495 6.722 -0.189
N -4.069 -11.027 2.336 -0.047
N 8.075 -9.509 9.694 -0.057
N -1.947 -14.499 7.192 -0.045
N 4.471 -13.373 11.054 -0.050
N 5.566 -17.992 8.495 -0.050
N -1.950 -15.426 15.191 -0.052
N -2.000 -11.006 16.492 -0.057
C 0.816 -8.283 14.845 -0.104
C 8.434 -9.237 12.219 -0.154
C -5.694 -17.471 17.732 -0.175
C -0.004 -10.475 14.998 -0.191
C -4.573 -11.749 -1.051 -0.112
C 1.143 -14.670 17.454 -0.252
C -2.804 -14.049 6.167 -0.219
C -6.009 -11.453 0.698 -0.225
C -2.759 -16.585 15.591 -0.183
C 1.248 -16.673 10.344 -0.104
C 4.476 -15.745 5.841 -0.178
C 9.050 -6.315 7.053 -0.083
C 7.827 -12.094 17.405 -0.223
C 9.091 -13.116 8.753 -0.262
C 4.938 -15.916 17.338 -0.238
C -4.070 -11.316 17.839 -0.187
C 7.812 -10.669 16.779 -0.226
C 2.351 -7.569 11.487 -0.194
C -0.216 -14.734 13.521 -0.197
C 7.868 -10.113 11.017 -0.152
C 6.452 -16.951 9.021 -0.205
C 10.466 -8.223 12.823 -0.089
C 2.513 -8.521 6.904 -0.250
C 8.642 -15.871 6.159 -0.072
C 3.400 -12.253 15.283 -0.099
C 3.609 -12.353 11.602 -0.161
C 4.301 -12.561 8.692 -0.160
C 7.052 -14.079 14.238 -0.135
C -0.820 -15.880 14.312 -0.179
C 7.740 -16.735 8.264 -0.166
C 4.435 -18.195 9.353 -0.166
C 2.264 -13.253 7.610 -0.098
C 3.487 -17.121 13.456 -0.220
C 3.829 -9.272 6.547 -0.192
C 7.594 -7.847 8.105 -0.259
C -1.347 -11.337 15.226 -0.180
C -1.496 -10.221 9.764 -0.069
C -5.162 -11.902 1.943 -0.215
C -2.476 -10.725 4.172 -0.268
C 0.656 -16.810 3.827 -0.207
C 7.155 -8.436 9.386 -0.207
C 3.010 -12.702 12.972 -0.143
C -0.535 -10.548 5.485 -0.042
C 3.275 -17.090 9.310 -0.222
C 0.013 -15.096 18.350 -0.243
C -1.166 -13.463 7.933 -0.141
C -5.264 -16.836 6.616 -0.075
C -3.928 -16.320 16.568 -0.187
C 8.887 -12.228 7.551 -0.242
C -3.300 -11.735 3.354 -0.215
C -3.877 -15.067 5.719 -0.216
C -0.791 -12.976 11.877 -0.072
C -3.265 -11.731 16.581 -0.211
C -0.396 -16.055 4.708 -0.232
C 3.653 -8.383 11.349 -0.230
C 7.228 -14.733 12.829 -0.198
C 5.212 -12.878 9.883 -0.156
C -1.974 -12.315 8.534 -0.243
C 2.388 -18.012 14.142 -0.170
C -5.009 -9.369 18.848 -0.119
C 5.303 -15.658 18.799 -0.177
C 5.110 -14.410 5.423 -0.229
H 1.219 -8.528 15.828 0.090
H 9.222 -12.468 9.619 0.103
H -2.813 -12.659 9.139 0.128
H -0.985 -10.305 6.448 0.074
H -0.040 -16.260 14.971 0.088
H 8.408 -15.631 5.122 0.099
H -4.505 -15.472 16.199 0.118
H -6.344 -18.341 17.818 0.093
H -3.201 -12.814 16.687 0.102
H 9.343 -16.705 6.126 0.092
H 1.706 -16.651 4.072 0.096
H 3.986 -15.677 6.812 0.089
H 6.031 -13.552 9.633 0.097
H -0.371 -12.256 12.580 0.064
H -3.962 -12.164 4.107 0.105
H 11.497 -8.068 12.506 0.083
H 3.333 -16.096 13.794 0.105
H 8.210 -13.730 8.940 0.107
H -1.020 -16.645 13.562 0.121
H 0.182 -13.976 14.196 0.103
H 4.065 -11.363 11.631 0.116
H 1.610 -15.813 10.908 0.071
H 4.601 -7.844 11.336 0.118
H 4.117 -11.965 16.051 0.104
H -0.091 -13.099 11.051 0.074
H -4.787 -12.887 1.665 0.104
H 10.637 -8.856 13.695 0.083
H -5.136 -12.628 -1.364 0.083
H 1.485 -18.029 13.531 0.103
H 9.976 -5.751 7.158 0.088
H 2.640 -9.256 10.027 0.059
H -1.401 -16.422 4.501 0.105
H 8.130 -17.735 8.071 0.127
H 0.205 -14.652 19.327 0.123
H 2.160 -14.942 17.734 0.109
H 1.221 -7.411 6.005 0.088
H 4.482 -8.589 6.004 0.116
H 5.321 -16.624 19.304 0.119
H 5.386 -17.937 7.503 0.083
H 6.813 -7.193 7.717 0.119
H -3.440 -10.956 1.549 0.101
H 8.515 -9.889 13.089 0.097
H -0.420 -13.065 7.245 0.103
H 5.793 -16.204 16.727 0.118
H 6.584 -14.128 18.375 0.023
H 3.427 -17.188 12.370 0.097
H 8.751 -12.760 6.609 0.118
H 3.750 -9.050 12.206 0.106
H 3.781 -11.617 8.854 0.099
H 4.429 -13.559 5.462 0.103
H 9.253 -15.055 6.543 0.066
H 6.823 -13.112 16.104 0.028
H 5.561 -12.786 13.820 0.046
H 7.594 -8.637 7.354 0.121
H 5.648 -14.559 11.838 0.023
H 4.381 -9.557 7.442 0.097
H -2.069 -17.265 16.090 0.128
H -1.606 -9.531 8.927 0.082
H 0.261 -13.003 17.506 0.070
H 7.819 -10.717 8.310 0.011
H 1.554 -8.390 14.050 0.060
H 1.258 -17.313 2.088 0.073
H -3.503 -15.922 17.490 0.108
H 0.435 -17.100 10.932 0.092
H 2.063 -12.163 12.952 0.099
H 2.617 -12.764 6.702 0.065
H 6.389 -14.509 14.989 0.103
H -2.429 -10.332 10.316 0.093
H 2.274 -7.124 12.479 0.104
H 4.157 -17.712 17.769 0.104
H 9.001 -6.951 6.168 0.086
H 6.117 -8.766 9.340 0.114
H 4.474 -15.034 19.131 0.116
H 10.928 -12.994 8.353 0.085
H -3.549 -11.868 18.621 0.120
H -4.382 -14.834 4.781 0.123
H 3.205 -10.330 4.915 0.086
H 6.767 -17.235 10.026 0.122
H 8.618 -10.043 17.162 0.115
H -5.926 -16.855 5.750 0.086
H 0.877 -16.304 9.387 0.085
H 7.996 -14.104 14.783 0.122
H 0.960 -15.126 16.481 0.092
H -1.003 -12.353 15.421 0.092
H -4.929 -8.290 18.983 0.086
H 7.502 -11.452 14.984 0.029
H -5.063 -11.758 17.747 0.118
H 6.809 -10.349 11.120 0.098
H 7.860 -8.338 12.443 0.114
H 4.656 -14.525 3.530 0.083
H -3.244 -17.106 14.765 0.120
H 1.761 -14.167 7.295 0.086
H -0.323 -9.617 4.960 0.077
H 9.967 -7.296 13.104 0.087
H -3.325 -13.150 6.495 0.104
H 9.738 -11.552 7.459 0.122
H -2.505 -14.935 7.912 0.128
H -0.668 -13.873 8.812 0.114
H -0.700 -15.610 6.500 0.003
H 5.965 -15.977 9.043 0.104
H -2.426 -14.674 14.715 0.108
H -4.906 -9.916 19.785 0.085
H 5.818 -12.015 10.160 0.101
H 7.865 -12.089 18.494 0.124
H 0.437 -7.936 11.113 0.090
H 0.446 -11.007 5.612 0.079
H -2.013 -11.291 14.364 0.108
H -2.357 -13.674 5.246 0.101
H 5.337 -16.761 13.458 0.032
H -3.127 -10.251 4.907 0.130
H 2.702 -19.011 14.443 0.119
H 6.916 -10.122 17.075 0.112
H -5.841 -17.097 7.503 0.085
H 0.120 -16.159 18.566 0.121
H 3.643 -15.939 5.165 0.098
H 2.533 -11.592 15.287 0.071
H 2.726 -7.706 7.595 0.112
H 0.698 -15.167 13.115 0.098
H -3.763 -12.146 -0.439 0.081
H 4.539 -14.993 16.918 0.108
H -1.608 -12.458 11.374 0.069
H -2.082 -10.040 3.421 0.121
H 0.576 -7.221 14.882 0.089
H 4.774 -12.433 7.719 0.113
H -0.270 -14.997 4.479 0.114
H 8.935 -8.986 9.780 0.099
H 7.700 -14.078 12.097 0.121
H -2.176 -10.017 16.593 0.104
H -1.356 -15.094 16.978 0.021
H -6.613 -12.275 0.314 0.116
H -6.664 -10.621 0.957 0.119
H 8.755 -12.597 17.132 0.125
H 2.820 -16.976 8.326 0.118
H 2.996 -13.235 15.526 0.079
H -5.873 -11.993 2.764 0.118
H 0.506 -17.870 4.030 0.111
H -6.297 -16.568 17.628 0.086
H 4.029 -19.188 9.160 0.115
H -4.477 -17.588 6.574 0.087
H 0.478 -10.598 15.968 0.105
H 5.983 -14.162 6.026 0.115
H -2.646 -12.491 2.919 0.128
H 1.633 -12.518 8.109 0.080
H 2.396 -6.786 10.730 0.118
H 7.265 -7.596 10.073 0.127
H 6.282 -16.492 6.044 0.014
H 4.823 -18.333 10.363 0.110
H 3.666 -16.115 9.602 0.096
H 8.347 -11.090 11.081 0.095
H 7.870 -15.611 12.899 0.119
H -6.045 -9.502 18.535 0.079
H -4.320 -11.281 -2.002 0.092
H -3.754 -11.497 15.635 0.109
H 2.798 -13.761 13.124 0.114
H 0.653 -10.977 14.287 0.081
H 8.265 -5.576 6.891 0.078
H 8.467 -16.253 8.917 0.118
H 2.846 -12.245 10.831 0.116
H 1.850 -9.249 7.370 0.107
H -5.246 -17.386 18.722 0.085
H 3.873 -14.034 10.578 0.090
H -2.558 -11.823 7.756 0.101
H -0.707 -9.846 10.416 0.070
H 2.742 -17.284 15.969 0.021
H -3.305 -15.952 5.442 0.095
```


[2]
DFT (wB97M-V/def2-TZVPD) results for the molecule C21H24N2O4.

charge = 0
ΔE to the lowest compared entry with this formula, charge and spin = 52.5 kcal/mol
E_tot = -1225.1145 Ha
structure (SMILES) = COc1ccc([C@@H]2CCCN2C(=O)Nc2cccc(C(C)=O)c2)cc1OC

The geometry in XYZ format:
```
51
Properties=species:S:1:pos:R:3:lowdin_charge:R:1
O 1.148 -2.387 0.811 0.063
O -0.928 4.093 -1.872 -0.066
O 0.054 1.500 -2.730 -0.108
O -4.461 -4.475 -0.240 0.081
N -0.157 -0.629 1.504 0.157
N 2.141 -0.467 1.440 -0.018
C 3.652 1.325 1.660 -0.114
C -1.336 3.754 -3.179 -0.072
C -3.748 -0.513 0.801 -0.071
C 1.046 -1.244 1.215 -0.506
C 0.431 0.180 -3.041 -0.066
C 1.348 1.767 0.718 -0.212
C 0.837 3.005 1.074 -0.042
C -2.996 -2.777 0.486 -0.150
C -1.431 -1.070 1.152 -0.209
C 4.241 0.281 0.717 -0.150
C 0.100 3.731 0.162 0.006
C -3.343 -4.177 0.123 -0.403
C -2.246 -5.205 0.228 -0.013
C 1.102 1.287 -0.562 0.037
C 0.337 1.989 -1.482 -0.171
C -2.463 -0.130 1.136 -0.017
C 3.460 -0.971 1.096 -0.134
C -0.174 3.251 -1.117 -0.196
C 2.155 0.960 1.716 -0.240
C -1.703 -2.395 0.832 0.042
C -4.018 -1.828 0.474 -0.025
H 1.502 0.325 -0.837 0.112
H -1.914 4.612 -3.523 0.094
H -0.483 3.600 -3.842 0.095
H -1.967 2.864 -3.187 0.096
H -0.303 4.697 0.421 0.122
H -2.248 0.901 1.382 0.112
H 1.014 3.403 2.063 0.117
H -4.540 0.222 0.792 0.105
H -1.424 -4.945 -0.435 0.089
H 0.015 -0.013 -4.029 0.098
H -1.865 -5.242 1.246 0.091
H -0.891 -3.100 0.845 0.094
H 0.015 -0.539 -2.327 0.099
H 4.042 0.557 -0.319 0.110
H 3.905 -1.465 1.968 0.129
H -5.014 -2.144 0.205 0.114
H 1.764 1.157 2.725 0.152
H 3.799 2.345 1.311 0.119
H 4.095 1.224 2.651 0.117
H 5.314 0.156 0.847 0.112
H 3.375 -1.706 0.293 0.121
H -0.117 0.348 1.755 0.118
H 1.519 0.068 -3.084 0.098
H -2.639 -6.180 -0.048 0.083
```


[3]
DFT (wB97M-V/def2-TZVPD) results for a cluster of 10 separate species, C38H41Cl6N7 in total in a non-equilibrium geometry.

charge = 0
ΔE to the lowest compared entry with this formula, charge and spin = 78.3 kcal/mol
E_tot = -4616.8753 Ha
structure (SMILES) = c1ccncc1.c1ccncc1.c1ccncc1.c1ccncc1.c1ccncc1.c1ccncc1.c1ccncc1.ClCCl.ClCCl.ClCCl

The geometry in XYZ format:
```
92
Properties=species:S:1:pos:R:3:lowdin_charge:R:1
Cl 6.916 2.759 -6.516 0.441
Cl -5.466 5.183 -2.268 0.536
Cl 4.643 2.300 -8.243 0.448
Cl 5.634 9.792 -6.152 0.432
Cl 4.524 8.351 -8.405 0.426
Cl -4.207 7.259 -0.640 0.532
N -3.488 -2.620 7.856 0.046
N 6.336 -1.956 8.144 0.052
N 11.448 4.005 3.997 0.043
N -1.059 -4.725 -2.144 0.049
N 1.366 1.649 0.007 0.037
N -5.504 -1.428 -9.162 0.044
N -9.025 -3.890 2.900 0.047
C 6.449 2.161 -8.165 -0.942
C -4.318 -2.324 8.895 -0.124
C -8.869 -3.000 0.606 -0.079
C -10.172 -4.432 2.484 -0.186
C 4.912 -0.902 6.411 -0.095
C 6.157 -3.096 7.460 -0.155
C -4.889 -1.635 -11.513 -0.051
C -5.730 -1.919 -10.404 -0.141
C -2.230 -5.316 -2.028 -0.189
C 4.339 8.581 -6.599 -0.907
C -8.353 -3.142 1.933 -0.100
C 1.010 2.716 -2.110 -0.094
C -0.286 -4.701 -1.011 -0.121
C -10.025 -3.671 0.223 -0.082
C 1.762 2.369 -1.018 -0.191
C 9.166 3.392 3.809 -0.093
C -2.749 -5.843 -0.855 -0.055
C 4.889 -2.043 5.657 -0.104
C -0.274 2.250 -2.251 -0.077
C -3.590 -0.184 -10.050 -0.088
C -10.717 -4.365 1.218 -0.080
C -1.963 -0.984 8.547 -0.079
C 0.088 1.217 0.001 -0.105
C -0.752 1.536 -1.139 -0.055
C -0.713 -5.252 0.206 -0.102
C 10.428 3.511 1.808 -0.066
C 9.234 3.265 2.451 -0.106
C 11.522 3.922 2.627 -0.113
C -3.939 -1.376 9.843 -0.089
C -4.494 -0.527 -9.065 -0.161
C -2.718 -0.759 9.719 -0.077
C -4.836 6.787 -2.183 -1.118
C -3.782 -0.773 -11.285 -0.084
C -2.410 -1.885 7.617 -0.172
C 10.255 3.812 4.558 -0.158
C 5.617 -0.863 7.635 -0.104
C -1.920 -5.868 0.307 -0.074
C 5.452 -3.163 6.238 -0.080
H 12.526 4.111 2.276 0.092
H -8.316 -2.436 -0.131 0.091
H 10.565 3.476 0.737 0.096
H 10.173 3.956 5.625 0.101
H -4.318 -0.319 -8.020 0.096
H 4.544 -2.010 4.634 0.108
H -11.661 -4.873 1.085 0.099
H 5.691 0.078 8.160 0.091
H -1.016 -0.471 8.469 0.097
H 8.177 3.358 4.241 0.100
H 4.528 -0.016 5.928 0.097
H 3.351 8.964 -6.343 0.028
H 2.785 2.707 -0.937 0.101
H -0.148 0.588 0.846 0.094
H 8.442 2.831 1.858 0.106
H 6.984 2.814 -8.855 0.024
H -0.961 2.340 -3.079 0.104
H -2.863 0.600 -9.901 0.102
H -10.431 -3.650 -0.778 0.102
H -2.727 -5.369 -2.986 0.100
H -3.765 -6.208 -0.808 0.095
H -7.391 -2.705 2.155 0.091
H -4.049 6.855 -2.935 0.027
H -1.791 1.251 -1.214 0.087
H -10.586 -4.969 3.325 0.099
H -0.032 -5.082 1.026 0.098
H -5.026 -2.072 -12.491 0.091
H -3.124 -0.425 -12.068 0.098
H 0.543 -4.009 -1.004 0.096
H -1.899 -1.999 6.672 0.101
H -5.658 7.483 -2.351 0.022
H 5.311 -4.062 5.656 0.095
H 1.555 3.205 -2.903 0.100
H 6.618 -4.003 7.823 0.097
H -2.315 -6.142 1.274 0.103
H -4.600 -1.263 10.690 0.097
H -6.530 -2.644 -10.399 0.094
H -2.298 0.032 10.322 0.101
H 6.746 1.131 -8.366 0.029
H 4.565 7.611 -6.155 0.021
H -5.263 -2.840 8.972 0.099
```


| no. | orbital gap (eV) | M (g/mol) | highest occupied orbital energy (eV) |
| --- | --- | --- | --- |
| 1 | 7.757 | 1553.02 | -7.82 |
| 2 | 8.758 | 368.43 | -8.24 |
| 3 | 9.771 | 808.51 | -9.50 |